(1)
DFT (ωB97M-V/def2-TZVPD) results for C10H23IMnN14O as an isolated structure.

CARTESIAN COORDINATES (ANGSTROEM)
Mn -0.53684 -0.50412 -0.04536
N 0.26686 0.24848 2.12544
C 1.26116 1.28908 1.88694
C 0.61216 2.48078 1.17294
N -0.12674 2.07618 -0.02906
C -1.39974 2.78808 -0.13846
C -2.43024 2.26998 0.86964
N -2.55894 0.82268 0.74134
C 0.71266 2.25758 -1.21466
C 0.09656 1.68798 -2.50196
N -0.31914 0.29578 -2.33426
H 0.70016 -0.59932 2.48824
H -0.41344 0.56578 2.81064
H 1.72926 1.64518 2.81734
H 2.04366 0.86988 1.25594
H -0.07264 2.96438 1.86874
H 1.39116 3.21188 0.91994
H -1.26274 3.87678 -0.01466
H -1.81414 2.58988 -1.12506
H -2.12534 2.50098 1.89284
H -3.37504 2.79798 0.67744
H -3.04424 0.42878 1.54154
H -3.09734 0.58098 -0.09496
H 0.95136 3.32598 -1.37776
H 1.64716 1.72588 -1.02826
H -0.77224 2.28568 -2.78296
H 0.84266 1.80548 -3.30086
H -1.18774 0.10528 -2.83106
H 0.39546 -0.34422 -2.67986
N -1.88644 -3.94052 -0.01826
C -2.54874 -2.96492 -0.70696
N -3.66144 -3.15452 -1.41026
N -3.97134 -1.96302 -1.88996
N -3.11374 -1.08082 -1.52316
N -2.17274 -1.66932 -0.76386
C -0.80404 -3.70582 0.77254
N -0.18994 -4.65092 1.49364
N 0.79566 -4.03262 2.10194
N 0.80096 -2.77802 1.79974
N -0.20414 -2.51222 0.94314
H -2.24584 -4.88122 -0.05106
N 3.03026 -1.60812 0.89174
C 2.81296 -1.06852 -0.30676
O 1.68626 -0.80842 -0.73736
C 4.02086 -0.67352 -1.12106
I 4.77156 1.25268 -0.41006
H 2.20126 -2.03882 1.39224
H 3.95736 -1.87772 1.17804
H 3.75766 -0.52352 -2.16286
H 4.85006 -1.37002 -1.04116

Forces on atoms 1 to 3 (eV/Å):
-0.738 -0.496 0.893
0.137 -0.270 -0.470
0.017 0.400 -0.022

Lowest unoccupied orbital energy (spin up / spin down), hartree: -0.0223 / -0.0226
HOMO (spin up / spin down), eV: -7.55 / -7.51
Orbital gap (spin up / spin down), eV: 6.9 / 6.9
Multiplicity: 2

Atomic partial charges in e from the Löwdin method, atoms 1 to 6:
1. Mn 0.767
2. N 0.007
3. C -0.236
4. C -0.174
5. N -0.199
6. C -0.182

***

(2)
DFT (ωB97M-V/def2-TZVPD) results for C42H20ClN10O2PrS2 as an isolated structure.

CARTESIAN COORDINATES (ANGSTROEM)
Pr -12.55634 -13.78951 13.57023
C -12.91208 -7.71376 9.94250
C -12.09357 -7.28449 10.91310
C -11.63286 -8.09054 11.98861
C -11.97580 -9.41315 11.97249
C -11.71213 -10.53769 12.81982
N -11.08656 -10.46102 13.98556
C -10.42591 -11.48397 14.46916
C -9.70389 -11.46839 15.68711
C -9.64396 -10.62324 16.78379
C -8.93138 -11.02791 17.92318
C -8.18978 -12.20534 17.94119
C -8.39908 -13.10956 16.94869
C -9.07634 -12.78558 15.79828
C -9.32840 -13.38044 14.47687
N -8.78331 -14.53071 14.13584
C -9.34481 -15.30638 13.19955
N -10.50990 -15.19593 12.68951
C -10.82766 -16.18396 11.69372
N -11.79899 -16.36811 10.92064
C -12.80474 -15.39358 10.69986
N -12.70385 -14.16337 11.12617
C -13.70668 -13.42524 10.51529
N -13.84160 -12.11810 10.44363
C -13.03152 -11.34195 11.21144
N -12.24916 -11.67981 12.27351
C -12.82052 -9.92252 10.93442
C -13.20767 -9.08734 9.89084
C -14.53924 -14.37738 9.72270
C -15.46070 -14.28431 8.70677
C -15.87729 -15.38575 8.02733
C -15.44185 -16.66418 8.35825
C -14.40273 -16.79638 9.23087
C -13.89447 -15.64458 9.84038
C -9.59724 -17.03165 11.66043
C -9.45261 -18.27876 10.99024
C -8.39140 -19.09671 11.34007
C -7.48740 -18.61701 12.34753
C -7.61143 -17.32197 12.88813
C -8.68399 -16.49273 12.53506
N -10.13913 -12.57940 13.66494
H -13.30415 -7.11364 9.18585
H -11.89806 -6.20218 11.03219
H -10.92952 -7.74368 12.75415
H -10.19822 -9.68708 16.71325
H -8.86213 -10.25867 18.68285
H -7.48068 -12.30804 18.70727
H -7.85566 -14.06712 16.99523
H -13.71334 -9.61845 9.11937
H -15.88829 -13.33439 8.40919
H -16.68026 -15.21506 7.34255
H -15.83865 -17.53355 7.84182
H -13.94146 -17.81087 9.38550
H -10.29318 -18.62051 10.36758
H -8.35523 -20.15599 10.93723
H -6.68054 -19.26655 12.75007
H -6.86486 -17.00462 13.59728
S -13.19073 -12.26615 16.01247
C -13.76475 -13.76907 16.75815
C -15.01522 -13.66327 17.39745
C -15.48361 -14.72061 18.12977
C -16.71629 -14.57173 18.84813
N -17.70142 -14.47734 19.43147
C -14.75070 -15.90190 18.27956
C -13.68917 -16.09478 17.46029
C -13.10355 -15.04421 16.66387
S -11.63865 -15.31088 15.79486
C -15.22910 -17.02512 19.15938
N -15.46685 -17.88100 19.88536
H -15.57837 -12.68117 17.48226
H -13.26479 -17.13277 17.49138
Cl -18.06166 -13.91360 13.08406
C -16.79670 -15.23714 13.17333
C -15.39318 -14.75134 13.16893
O -14.46872 -15.59861 13.32118
O -15.15303 -13.53344 13.03722
H -16.95529 -15.91726 12.32233
H -16.92027 -15.79259 14.10582

Forces on atoms 1 to 3 (eV/Å):
-0.247 -0.232 0.409
-0.570 -3.088 -0.787
1.400 2.079 3.367

Charge: -2
Lowest unoccupied orbital energy (spin up / spin down), hartree: 0.1180 / 0.1165
HOMO (spin up / spin down), eV: -1.77 / -1.81
Orbital gap (spin up / spin down), eV: 5.0 / 5.0
Multiplicity: 3

Atomic partial charges in e from the Löwdin method, atoms 1 to 6:
1. Pr 0.827
2. C -0.117
3. C -0.126
4. C -0.017
5. C -0.114
6. C -0.273

***

(3)
DFT (ωB97M-V/def2-TZVPD) results for an isolated ion of composition C18H17N4O7 and charge -1.

CARTESIAN COORDINATES (ANGSTROEM)
C -6.07577 0.82573 3.06265
O -5.30708 -0.29079 3.55552
C -4.00662 -0.39592 3.16889
C -3.31205 -1.54923 3.60444
C -2.03779 -1.79881 3.12869
C -1.45418 -0.92789 2.20943
C -0.09216 -1.28250 1.62558
C 1.02021 -0.71960 2.48914
C 0.99994 0.63007 2.98032
O -0.01611 1.34109 3.08676
N 2.25611 1.19545 3.29085
C 2.31590 2.60857 3.56601
C 3.49468 0.57191 3.09197
O 4.54945 1.19960 3.14306
N 3.42580 -0.80827 2.87377
C 4.67437 -1.48740 2.64278
C 2.23340 -1.50246 2.60737
O 2.27369 -2.71499 2.37242
C 0.06129 -0.89259 0.16508
C 1.46899 -1.21138 -0.33065
O 2.49532 -0.69725 0.11317
N 1.58479 -2.17377 -1.31422
C 0.61341 -2.60335 -2.21865
O 0.83858 -3.25909 -3.21648
N -0.65966 -2.20704 -1.82291
C -1.04951 -1.48932 -0.70446
O -2.25361 -1.37316 -0.51607
C -2.10378 0.23747 1.83235
C -3.36991 0.53274 2.31070
H -7.01900 0.73104 3.59549
H -5.59391 1.78075 3.30446
H -6.23460 0.74947 1.97971
H -3.82716 -2.24065 4.26966
H -1.48181 -2.68611 3.44219
H 0.03543 -2.37711 1.72459
H 1.29623 2.98421 3.60950
H 2.82217 2.76404 4.52043
H 2.87065 3.12542 2.77730
H 5.46851 -0.77856 2.86291
H 4.72892 -2.36123 3.29084
H 4.74640 -1.81340 1.60172
H -0.01123 0.21125 0.08362
H 2.52401 -2.47382 -1.55616
H -1.39796 -2.60094 -2.40096
H -1.63743 0.94686 1.15212
H -3.86237 1.44069 1.95942

Forces on atoms 1 to 3 (eV/Å):
0.601 -0.792 0.419
-0.754 0.728 0.052
1.067 -0.101 -0.679

Structure (SMILES): COc1ccc([C@H](c2c([O-])n(C)c(=O)n(C)c2=O)C2C(=O)NC(=O)NC2=O)cc1
Charge: -1
Lowest unoccupied orbital energy, hartree: 0.1018
HOMO, eV: -3.88
Orbital gap, eV: 6.7

Atomic partial charges in e from the Löwdin method, atoms 1 to 6:
1. C -0.082
2. O -0.111
3. C -0.278
4. C -0.013
5. C -0.020
6. C -0.198

***

(4)
DFT (ωB97M-V/def2-TZVPD) results for C2H7N3S as an isolated structure.

CARTESIAN COORDINATES (ANGSTROEM)
C -2.28774 -0.20378 0.44353
C 1.11128 0.34042 -0.24523
H -2.54247 -1.30828 -0.04981
H -1.57070 -0.60728 1.36052
H -3.36718 0.19435 0.84865
H 0.24100 -1.23077 -1.20395
H 2.52317 -1.48854 0.58732
H 2.98686 0.36434 -0.14293
H 0.70195 2.35674 -0.19354
N -0.01574 -0.15537 -0.78868
N 2.25006 -0.50727 -0.25610
N 1.33773 1.54473 0.29488
S -1.36822 0.70070 -0.65465

Forces on atoms 1 to 3 (eV/Å):
-2.045 -5.589 3.612
2.015 2.340 2.978
0.278 2.739 1.043

Lowest unoccupied orbital energy, hartree: 0.0207
HOMO, eV: -8.72
Orbital gap, eV: 9.3

Atomic partial charges in e from the Löwdin method, atoms 1 to 6:
1. C -0.528
2. C -0.749
3. H 0.070
4. H 0.086
5. H 0.095
6. H 0.218

***

(5)
DFT (ωB97M-V/def2-TZVPD) results for the molecule C3H7N3S.

CARTESIAN COORDINATES (ANGSTROEM)
C -0.15883 1.01129 0.62882
C 2.44207 -1.13993 -0.20240
C -2.44059 0.27468 0.07782
N 0.59459 -0.00604 0.58497
N 1.53248 -0.06924 -0.28755
N -1.44857 1.13976 0.49266
S 1.64063 0.89756 -1.57205
H 2.76605 -1.39676 -1.19516
H 3.26493 -0.91545 0.45687
H 2.01865 -2.06840 0.21161
H -3.25062 0.70690 -0.51729
H -1.99750 -0.51447 -0.45476
H -3.10459 0.06496 0.92983
H -1.85870 2.01514 0.84663

Forces on atoms 1 to 3 (eV/Å):
-1.206 2.005 0.368
0.948 -2.401 0.833
-3.021 -0.862 0.059

Lowest unoccupied orbital energy (spin up / spin down), hartree: 0.0039 / 0.0039
HOMO (spin up / spin down), eV: -7.25 / -7.25
Orbital gap (spin up / spin down), eV: 7.4 / 7.4

Atomic partial charges in e from the Löwdin method, atoms 1 to 6:
1. C -0.174
2. C -0.159
3. C -0.095
4. N 0.028
5. N -0.760
6. N -0.053

***

(6)
DFT (ωB97M-V/def2-TZVPD) results for a 2-piece molecular cluster, C5H11N3O overall.

CARTESIAN COORDINATES (ANGSTROEM)
H 1.93861 0.80609 -0.74543
N 1.32270 0.46645 -1.50624
C 0.15617 0.25827 -1.15382
C -0.93391 -0.35164 -1.99008
N -1.96702 0.59951 -2.36235
O -0.19800 0.56207 0.25540
N -1.54471 0.25458 0.65598
H -0.45850 -0.74599 -2.88969
H -1.40278 -1.17358 -1.44561
H -2.44147 0.94128 -1.53412
H -1.56495 1.38536 -2.86139
H -1.43359 -0.51914 1.31880
H -1.82791 1.07714 1.18783
C 2.18864 0.56730 1.75408
C 1.25456 -0.36052 1.71246
C 0.74562 -1.56183 1.88955
H 3.18877 0.33023 2.08149
H 1.92217 1.61278 1.70730
H 0.46553 -2.18605 1.04770
H 0.59005 -1.96233 2.87815

Forces on atoms 1 to 3 (eV/Å):
-0.626 -0.113 -0.505
1.203 0.288 0.014
-1.296 -0.294 2.358

Structure (SMILES): [H]/N=C(/CN)ON.C=C=C
Lowest unoccupied orbital energy, hartree: 0.0320
HOMO, eV: -8.97
Orbital gap, eV: 9.8

Atomic partial charges in e from the Löwdin method, atoms 1 to 6:
1. H 0.059
2. N 0.177
3. C -0.376
4. C -0.233
5. N 0.005
6. O -0.220

***

Relative energy (zero: lowest compared OMol25 entry of this formula, charge and spin): 185.2, 0.0, 0.0, 404.8, 439.7, 495.0 (kJ/mol)